Here is a molecular structure, H2OS3 from OMol25. Energies are from the ωB97M-V functional and the def2-TZVPD basis.

```
! wB97M-V def2-TZVPD RIJCOSX def2/J DEFGRID3
* xyz 0 3
O 2.040 1.059 0.783
S -2.316 -1.278 -0.367
S 1.391 -0.226 -0.048
S -1.293 0.355 0.103
H 2.863 0.876 1.212
H -2.686 -0.785 -1.683
*
```

* LUMO (spin up / spin down): 0.0043 / -0.0775 hartree
* E_HOMO (spin up / spin down): -7.71 / -8.85 eV
* DFT total energy: -34582.72746 eV
* energy above the lowest of the compared OMol25 structures with the same formula, charge and spin: 4.03 kJ/mol
* <S²>: 2.01

Here is a molecular structure, C7H21N7O14 from OMol25. Energies are from the ωB97M-V functional and the def2-TZVPD basis.

```
! wB97M-V def2-TZVPD RIJCOSX def2/J DEFGRID3
* xyz 0 1
C -0.603 0.731 0.837
N 0.648 0.494 0.083
O 0.715 -0.479 -0.673
O 1.541 1.329 0.213
H -0.453 1.688 1.337
H -0.771 -0.063 1.564
H -1.344 0.753 0.038
C 2.625 -0.119 1.430
N 4.072 0.170 1.747
O 4.422 -0.276 2.823
O 4.834 0.716 0.921
H 2.540 -0.609 0.460
H 1.990 0.767 1.454
H 2.297 -0.974 2.020
C 0.951 -2.101 2.825
N 0.192 -0.826 3.032
O -0.857 -0.885 3.626
O 0.666 0.245 2.552
H 1.881 -1.989 3.382
H 1.162 -2.308 1.776
H 0.380 -2.913 3.274
C 0.056 -2.163 -1.120
N -0.999 -2.999 -1.820
O -1.006 -2.943 -3.044
O -1.688 -3.681 -1.016
H -0.372 -1.259 -0.686
H 0.875 -1.870 -1.777
H 0.444 -2.647 -0.223
C -2.130 2.587 0.413
N -3.248 3.521 0.634
O -3.987 3.213 1.540
O -3.570 4.325 -0.282
H -2.211 2.130 -0.573
H -2.233 1.699 1.036
H -1.140 2.989 0.627
C 1.954 0.743 -2.391
N 3.367 0.242 -2.126
O 3.914 0.848 -1.264
O 3.803 -0.658 -2.910
H 1.949 1.802 -2.649
H 1.236 0.577 -1.588
H 1.607 0.091 -3.193
C -3.502 0.397 -2.306
N -3.167 -0.399 -1.067
O -2.224 0.007 -0.403
O -3.832 -1.391 -0.808
H -4.534 0.723 -2.176
H -3.488 -0.412 -3.036
H -2.764 1.172 -2.515
*
```

* LUMO: -0.0611 hartree
* E_HOMO: -10.35 eV
* DFT total energy: -46661.38181 eV
* energy above the lowest of the compared OMol25 structures with the same formula, charge and spin: 1401.98 kJ/mol

Here is a molecular structure, C13H32N5PPdSSe from OMol25. Energies are from the ωB97M-V functional and the def2-TZVPD basis.

```
! wB97M-V def2-TZVPD RIJCOSX def2/J DEFGRID3
* xyz 2 1
Pd 0.859 0.061 0.725
N -0.823 2.790 5.634
C -1.270 1.799 4.582
C -0.076 1.348 3.744
N -0.467 0.432 2.685
H -1.610 3.113 6.203
H -0.394 3.614 5.206
H -0.134 2.377 6.267
H -2.013 2.309 3.970
H -1.745 0.972 5.108
H 0.674 0.865 4.375
H 0.403 2.215 3.288
H -1.189 0.841 2.093
H -0.799 -0.464 3.024
Se 1.797 2.358 0.829
C -0.028 2.559 0.707
N -1.186 2.501 0.685
C 5.030 -0.636 -1.356
C 3.938 -0.392 -0.314
P 2.231 -0.464 -0.952
C 2.139 0.716 -2.333
C 0.729 1.203 -2.663
C 2.058 -2.128 -1.664
C 0.936 -2.289 -2.685
H 6.006 -0.492 -0.894
H 4.959 0.061 -2.191
H 5.007 -1.650 -1.749
H 4.054 0.597 0.134
H 4.005 -1.115 0.503
H 2.605 0.233 -3.197
H 2.774 1.562 -2.061
H 0.053 0.377 -2.883
H 0.757 1.855 -3.535
H 0.315 1.774 -1.831
H 1.945 -2.825 -0.832
H 3.015 -2.352 -2.141
H -0.035 -2.010 -2.277
H 0.879 -3.329 -3.003
H 1.116 -1.685 -3.574
S -0.445 -1.871 0.550
C -1.791 -1.428 -0.453
N -2.058 -0.177 -0.796
C -3.215 0.195 -1.620
C -4.338 -0.801 -1.385
C -3.821 -2.207 -1.626
N -2.579 -2.409 -0.870
H -1.500 0.561 -0.389
H -2.922 0.211 -2.672
H -3.505 1.205 -1.337
H -5.167 -0.594 -2.059
H -4.706 -0.707 -0.362
H -3.626 -2.373 -2.687
H -4.539 -2.955 -1.295
H -2.302 -3.347 -0.625
*
```

* LUMO: -0.2180 hartree
* E_HOMO: -14.06 eV
* DFT total energy: -110389.88521 eV
* energy above the lowest of the compared OMol25 structures with the same formula, charge and spin: 41.69 kJ/mol

Here is a molecular structure, C13H25Hg2O9S3 from OMol25. Energies are from the ωB97M-V functional and the def2-TZVPD basis.

```
! wB97M-V def2-TZVPD RIJCOSX def2/J DEFGRID3
* xyz 3 1
Hg 0.409 -4.261 2.659
Hg -3.081 -4.134 -1.370
O -0.108 -1.446 -0.387
C -0.738 -2.546 0.016
O -0.034 -3.379 0.690
O -1.995 -2.640 -0.103
H 0.802 -1.691 -0.092
C 0.862 -2.101 -5.271
C 0.797 -1.640 -3.788
C -0.588 -0.978 -3.784
S -1.648 -2.292 -4.381
O -2.685 -1.712 -5.210
O -1.858 -3.177 -3.193
C -0.363 -3.071 -5.398
H 1.763 -2.675 -5.475
H 0.743 -1.241 -5.922
H 1.526 -0.909 -3.434
H 0.928 -2.459 -3.079
H -0.724 -0.167 -4.499
H -0.972 -0.611 -2.832
H -0.634 -3.022 -6.453
H -0.149 -4.098 -5.117
C -1.448 2.294 0.206
C -0.928 3.801 0.025
C -1.752 4.670 0.983
S -1.867 3.656 2.495
O -3.062 3.946 3.214
O -0.637 3.396 3.192
C -2.315 2.243 1.460
H -0.645 1.563 0.273
H -2.035 2.006 -0.669
H -1.033 4.180 -0.987
H 0.115 3.774 0.339
H -2.772 4.793 0.615
H -1.439 5.683 1.236
H -3.394 2.176 1.352
H -2.053 1.389 2.095
C 2.584 0.498 4.588
C 1.909 1.335 3.478
C 1.161 0.349 2.536
S 2.104 -1.204 2.570
O 2.680 -1.289 1.248
O 1.266 -2.313 3.068
C 3.287 -0.642 3.849
H 1.941 -0.078 5.251
H 3.364 1.085 5.066
H 2.579 1.875 2.812
H 1.227 2.026 3.968
H 1.073 0.705 1.514
H 0.152 0.248 2.944
H 4.185 -0.365 3.294
H 3.498 -1.554 4.410
*
```

* LUMO: -0.5190 hartree
* E_HOMO: -16.01 eV
* DFT total energy: -73133.70410 eV
* energy above the lowest of the compared OMol25 structures with the same formula, charge and spin: 0.00 kJ/mol